A 5-piece molecular cluster, C23H42Cl2O15S overall, computed with ωB97M-V/def2-TZVPD.

Structure (XYZ):
```
83
Properties=species:S:1:pos:R:3:forces:R:3:lowdin_charge:R:1
C 2.505981 3.793331 2.397239 -0.23 0.02 -0.12 -0.13
C 1.134514 3.180559 2.419416 0.07 -0.06 0.30 -0.70
Cl 0.452656 2.828194 0.859026 -0.03 0.03 -0.06 0.75
C 0.426620 2.920280 3.519781 0.08 0.04 -0.37 -0.65
Cl 1.137904 3.377602 5.046384 0.00 -0.02 -0.03 0.72
C -0.940975 2.300499 3.642724 -0.07 -0.20 -0.03 -0.38
C -1.152506 0.952622 2.925007 -0.43 0.33 0.02 -0.14
C -2.417393 0.318752 3.482216 0.36 -0.32 0.04 -0.17
O -3.561856 1.107424 3.066363 -0.15 0.14 0.02 -0.24
S -3.620106 2.557673 3.714430 -0.21 0.30 0.67 0.61
O -3.579975 2.414482 5.141754 0.18 -0.04 -0.21 -0.26
O -4.710642 3.266378 3.128106 0.16 -0.31 -0.31 -0.25
C -2.064566 3.250230 3.190474 0.06 -0.08 0.29 -0.17
H 2.442359 4.815666 2.775568 0.13 -0.02 0.00 0.08
H 2.892717 3.811330 1.381444 0.03 0.02 0.03 0.06
H 3.193925 3.231337 3.028448 -0.03 0.03 0.03 0.08
H -1.106083 2.123947 4.707405 0.13 0.04 0.01 0.11
H -1.362716 1.159936 1.873765 0.30 -0.25 -0.07 0.09
H -0.301050 0.277714 3.000823 0.02 0.04 0.11 0.13
H -2.573274 -0.682369 3.086679 -0.17 0.10 -0.14 0.13
H -2.400011 0.253645 4.571723 -0.08 0.05 -0.01 0.13
H -2.009274 4.213033 3.700409 0.00 0.03 -0.10 0.13
H -2.076409 3.379764 2.108712 -0.06 0.06 0.02 0.09
C -2.577249 0.540522 -4.622083 -0.13 0.10 0.06 -0.06
C -1.529583 0.693970 -3.541891 0.12 -0.16 -0.17 -0.21
O -1.876564 1.722252 -2.597403 -0.02 0.03 0.03 0.03
C -2.792925 1.377762 -1.692907 0.11 -0.03 0.03 -0.61
O -3.308336 0.293634 -1.587494 -0.05 -0.01 0.02 0.12
O -3.021453 2.427855 -0.908866 -0.04 0.03 -0.03 0.00
C -4.044541 2.229507 0.080697 0.01 0.09 -0.05 -0.02
H -2.758169 1.497222 -5.113583 0.05 -0.01 -0.04 0.08
H -2.239304 -0.178237 -5.368606 0.02 0.00 0.00 0.08
H -3.518546 0.186240 -4.204877 0.03 -0.05 0.01 0.08
H -0.582005 1.020424 -3.966333 -0.01 0.08 0.05 0.12
H -1.362295 -0.243867 -3.012203 -0.08 0.02 0.05 0.12
H -3.857743 1.325022 0.650176 -0.04 -0.03 -0.03 0.08
H -5.025282 2.178611 -0.389392 0.02 -0.07 -0.04 0.11
H -4.004857 3.099155 0.726748 -0.01 0.02 -0.02 0.07
C -3.765528 -2.941185 -0.829876 -0.17 -0.03 -0.09 -0.06
C -3.309908 -4.382249 -0.872995 0.23 0.14 0.15 -0.21
O -4.354614 -5.266577 -1.315571 -0.03 -0.03 -0.03 0.04
C -4.569634 -5.281384 -2.628704 -0.02 0.00 0.02 -0.61
O -3.955665 -4.662882 -3.460014 0.01 -0.01 -0.01 0.12
O -5.586186 -6.110227 -2.873835 0.01 0.01 0.01 0.00
C -5.965902 -6.188989 -4.250228 -0.05 -0.06 -0.05 -0.04
H -4.661084 -2.842938 -0.214733 0.04 0.00 0.06 0.09
H -2.983809 -2.308691 -0.409708 0.01 0.00 0.00 0.07
H -3.997651 -2.568789 -1.825766 0.06 0.01 -0.01 0.07
H -3.053246 -4.736966 0.123850 -0.08 -0.07 -0.01 0.12
H -2.436122 -4.507558 -1.512943 -0.06 0.00 -0.08 0.12
H -5.109060 -6.431567 -4.874938 0.02 0.04 0.00 0.09
H -6.403100 -5.246621 -4.576571 0.05 0.02 -0.02 0.10
H -6.706825 -6.980582 -4.308949 0.00 0.01 0.05 0.09
C 2.278931 -5.298073 -0.006849 0.03 -0.03 0.16 -0.06
C 1.527078 -3.987471 0.062196 0.02 -0.04 -0.26 -0.21
O 1.159791 -3.649559 1.411850 -0.01 0.02 0.04 0.03
C 2.139021 -3.147935 2.162135 -0.06 0.02 -0.03 -0.61
O 3.268352 -2.928778 1.809203 0.00 -0.02 0.01 0.12
O 1.645744 -2.913126 3.380422 0.00 0.00 0.01 0.00
C 2.604022 -2.416614 4.318108 0.03 0.14 0.18 -0.04
H 1.701504 -6.092684 0.466979 -0.03 -0.01 -0.06 0.08
H 2.457636 -5.569458 -1.047302 -0.02 0.01 -0.01 0.08
H 3.239548 -5.223929 0.500577 0.01 0.04 -0.04 0.08
H 0.580132 -4.057521 -0.469966 -0.04 0.02 0.08 0.12
H 2.103161 -3.170574 -0.371753 0.05 0.00 0.08 0.12
H 3.115183 -1.540140 3.925134 0.04 -0.05 -0.06 0.09
H 3.330567 -3.187353 4.569558 0.03 0.01 -0.08 0.10
H 2.045958 -2.140412 5.208273 -0.08 -0.06 -0.04 0.09
C 8.033952 1.967954 -2.654174 0.03 0.15 0.07 -0.06
C 6.600000 1.725856 -2.237838 0.05 -0.21 -0.14 -0.21
O 6.153092 2.689141 -1.267435 -0.02 0.04 0.03 0.03
C 5.829424 3.884408 -1.756206 -0.02 -0.04 0.03 -0.61
O 5.850618 4.212279 -2.913947 0.02 0.01 0.00 0.12
O 5.463688 4.662858 -0.735232 0.00 0.01 0.01 0.00
C 5.139266 6.007024 -1.104088 -0.06 0.07 0.05 -0.04
H 8.684344 1.993324 -1.779091 0.00 -0.07 0.00 0.08
H 8.369058 1.168480 -3.315032 -0.01 -0.02 0.01 0.08
H 8.132422 2.915636 -3.181378 -0.03 -0.02 -0.04 0.08
H 6.500488 0.765400 -1.735986 -0.03 0.05 0.08 0.12
H 5.926619 1.735377 -3.094511 0.00 0.09 0.00 0.12
H 4.395029 6.022045 -1.897096 0.03 -0.01 -0.03 0.10
H 6.033848 6.536717 -1.427341 -0.01 -0.02 -0.06 0.10
H 4.738873 6.472233 -0.208107 0.02 -0.04 0.02 0.09
```
Positions in Å, forces in eV/Å.

- multiplicity = 1
- E_HOMO (eV) = -9.48
- total charge = 0
- orbital gap (eV) = 9.681
- SMILES = C/C(Cl)=C(\Cl)[C@@H]1CCOS(=O)(=O)C1.CCOC(=O)OC.CCOC(=O)OC.CCOC(=O)OC.CCOC(=O)OC
- strongest force on any atom (eV/A) = 0.764

---

A 3-piece molecular cluster, C23H42IN3O7 overall, computed with ωB97M-V/def2-TZVPD.

Structure (XYZ):
```
76
Properties=species:S:1:pos:R:3:forces:R:3:lowdin_charge:R:1
C 0.108176 3.571832 4.878263 0.07 -0.27 -0.16 -0.08
C 0.673577 4.007056 3.516336 -0.29 0.00 0.10 -0.24
N -0.095929 3.416874 2.401419 0.60 0.45 -0.08 -0.01
C 0.616920 3.108508 1.152651 0.06 -0.17 -0.11 -0.37
N -0.476398 2.773418 0.238800 0.11 -0.20 0.35 0.07
C -0.843072 1.432124 0.523046 -0.21 0.00 -0.23 -0.48
O -1.792114 0.872233 0.042995 0.34 0.07 0.02 0.09
C 0.182176 0.831443 1.485412 0.05 -0.07 0.22 -0.14
C 1.387151 1.753815 1.254986 -0.13 -0.31 0.16 -0.63
I 2.137364 1.177710 -0.734935 0.11 0.27 -0.08 0.98
C 2.617908 1.605741 2.105278 -0.22 -0.04 0.32 -0.32
C 3.507586 2.652783 2.317536 0.09 0.00 -0.09 -0.06
C 4.642574 2.435267 3.085882 -0.14 0.15 -0.14 -0.13
N 4.939670 1.271727 3.651002 0.09 -0.07 0.04 0.06
C 4.095337 0.268079 3.434552 -0.05 -0.11 0.00 -0.13
C 2.942047 0.377290 2.673113 -0.09 0.08 0.07 -0.02
H -0.042852 4.414375 5.550744 -0.02 -0.02 0.01 0.06
H 0.779077 2.860056 5.365257 -0.04 0.07 0.02 0.07
H -0.838751 3.051487 4.725098 -0.04 0.17 0.07 0.07
H 1.702967 3.689475 3.449409 0.17 0.04 -0.04 0.07
H 0.657925 5.100165 3.448019 0.11 -0.02 -0.06 0.11
H -0.777692 4.108054 2.108288 -0.29 -0.28 0.10 0.12
H 1.240812 3.935231 0.797846 -0.06 -0.10 -0.26 0.14
H -0.311302 2.943400 -0.742847 -0.20 0.14 -0.03 0.11
H 0.338920 -0.229338 1.308836 0.00 0.08 -0.29 0.11
H -0.191005 0.936763 2.506040 0.07 0.10 0.01 0.13
H 3.340781 3.630131 1.882173 0.01 -0.02 -0.01 0.11
H 5.341938 3.248184 3.248018 0.01 -0.02 0.04 0.11
H 4.350362 -0.681310 3.894182 0.00 0.03 -0.02 0.11
H 2.313443 -0.490306 2.519255 0.01 0.02 0.04 0.11
C -10.480916 0.553666 -0.962770 -0.03 -0.03 0.07 -0.12
O -9.198788 0.212855 -0.491573 0.13 0.14 -0.13 -0.19
C -8.656410 -0.977294 -1.029774 -0.12 -0.12 0.10 -0.20
C -7.213451 -0.818571 -1.454662 0.10 -0.09 0.10 -0.19
O -7.003189 0.038155 -2.559717 0.01 -0.06 -0.17 -0.12
C -7.122960 1.437940 -2.386117 -0.07 0.11 -0.05 -0.19
C -6.024299 2.084659 -1.572709 0.05 0.17 0.05 -0.21
O -6.091364 1.736116 -0.205499 -0.04 -0.23 -0.02 -0.20
C -4.841240 1.432337 0.384838 -0.17 0.13 0.04 -0.11
H -11.267149 0.013814 -0.422864 -0.01 -0.03 -0.04 0.09
H -10.618796 1.622185 -0.799174 -0.01 -0.01 0.04 0.09
H -10.584342 0.349303 -2.033481 0.01 0.01 -0.01 0.09
H -9.249086 -1.318367 -1.886021 0.00 0.06 -0.02 0.12
H -8.690074 -1.763038 -0.262943 -0.03 -0.06 -0.06 0.13
H -6.889304 -1.802135 -1.805401 0.03 0.00 0.03 0.13
H -6.582606 -0.549203 -0.605097 -0.11 0.13 0.00 0.12
H -8.105940 1.716871 -1.999851 0.06 -0.06 0.14 0.12
H -7.039313 1.843305 -3.397946 -0.04 0.02 0.00 0.13
H -6.142711 3.173239 -1.670560 0.08 0.00 -0.07 0.13
H -5.051281 1.810774 -1.995803 -0.01 -0.05 0.02 0.13
H -4.212209 0.838290 -0.278221 0.02 -0.01 -0.02 0.07
H -5.042171 0.858507 1.289461 0.00 0.04 0.02 0.09
H -4.301837 2.345146 0.659236 0.08 -0.02 -0.04 0.09
C 6.641131 -1.764549 0.177857 -0.08 0.07 0.04 -0.11
O 5.643288 -2.188103 -0.722851 0.12 -0.22 -0.08 -0.20
C 5.674448 -1.564647 -1.992272 -0.11 0.17 0.15 -0.20
C 5.506588 -2.550834 -3.126174 -0.17 0.03 -0.06 -0.18
O 6.576218 -3.459237 -3.298254 0.12 0.02 -0.13 -0.12
C 6.748059 -4.515151 -2.371858 0.10 -0.04 0.10 -0.19
C 5.705460 -5.608093 -2.435954 -0.04 -0.17 0.08 -0.20
O 4.442274 -5.175004 -1.968465 0.02 0.22 -0.09 -0.19
C 3.344995 -5.593280 -2.746986 0.00 -0.06 0.07 -0.11
H 6.358369 -0.835596 0.686174 0.03 0.03 -0.02 0.08
H 6.762882 -2.547244 0.926338 -0.04 0.02 0.02 0.09
H 7.600816 -1.613104 -0.326703 0.01 -0.01 0.00 0.09
H 6.608344 -1.008112 -2.127526 0.03 -0.05 0.02 0.12
H 4.843040 -0.848871 -2.047342 0.06 0.09 -0.08 0.10
H 5.494603 -1.961610 -4.047005 -0.03 -0.01 -0.01 0.13
H 4.544851 -3.063882 -3.054852 0.07 -0.04 0.15 0.12
H 6.858975 -4.146334 -1.349963 -0.16 0.03 -0.02 0.12
H 7.696064 -4.976231 -2.660521 0.02 0.01 0.04 0.13
H 6.054893 -6.433664 -1.801409 0.03 -0.06 -0.09 0.13
H 5.632073 -5.978945 -3.464496 -0.03 0.04 -0.01 0.12
H 3.557825 -5.510739 -3.818018 0.00 0.01 -0.01 0.09
H 2.506201 -4.940567 -2.507852 -0.01 -0.03 0.03 0.09
H 3.060445 -6.627026 -2.521876 0.01 -0.02 -0.04 0.09
```
Positions in Å, forces in eV/Å.

- multiplicity = 1
- E_HOMO (eV) = -8.82
- ΔE to the lowest compared entry with this formula, charge and spin (eV) = 0.641
- total charge = 0
- orbital gap (eV) = 8.437
- SMILES = CCN[C@@H]1NC(=O)C[C@]1(I)c1ccncc1.COCCOCCOC.COCCOCCOC
- strongest force on any atom (eV/A) = 0.759

---

A 2-piece molecular cluster, C23H42N2O6PS overall in a non-equilibrium geometry, computed with ωB97M-V/def2-TZVPD.

Structure (XYZ):
```
75
Properties=species:S:1:pos:R:3:forces:R:3:lowdin_charge:R:1
C 5.351611 -1.239099 1.283641 -0.15 -0.23 -0.40 -0.09
C 4.041644 -1.106076 0.333554 1.97 0.27 1.66 -0.27
O 3.142615 -2.147825 0.754582 0.11 0.82 -2.05 -0.18
C 2.158411 -2.466256 -0.250731 -1.31 -0.88 0.53 -0.16
C 1.651253 -3.974866 0.087707 1.48 1.36 -1.80 -0.11
O 0.524989 -3.832784 0.991506 -1.25 -0.70 -2.13 -0.09
C -0.712215 -3.822297 0.316046 -2.01 -1.59 2.15 -0.15
C -1.794824 -4.494261 0.961597 0.75 0.44 -2.27 -0.06
P -1.617882 -5.377783 2.632498 -0.29 0.75 2.35 0.68
N -1.602499 -4.209902 3.737279 -0.29 -2.07 -1.52 -0.19
O -0.204552 -6.314532 2.628096 -2.22 1.40 -1.41 -0.18
O -2.926320 -6.456888 2.900860 2.51 1.27 -0.64 -0.20
C -3.221766 -4.438173 0.217876 -0.62 -0.86 -0.02 -0.24
O -4.017155 -5.391348 0.180206 2.49 3.16 0.26 0.09
C -3.534920 -3.026026 -0.497306 1.34 2.12 -1.08 -0.08
C -5.002345 -2.411170 -0.461420 0.07 -0.88 0.51 -0.13
C -5.405468 -1.797996 0.966739 -0.91 0.76 0.55 -0.35
C -7.006908 -1.936779 1.226241 0.31 -0.36 -0.63 -0.09
C -5.096068 -0.209509 1.061798 0.12 -0.13 0.07 -0.10
C -2.451478 -2.335910 -1.121839 -1.16 -2.23 2.94 -0.42
S -2.581206 -0.697112 -1.940384 0.24 -0.38 0.13 0.74
C -1.034011 -3.099636 -1.054617 0.23 1.07 -2.19 -0.26
O -0.327792 -3.099525 -2.080156 -1.43 -0.18 3.33 0.06
H 6.064051 -2.059344 0.922478 -1.16 1.09 0.36 0.08
H 5.054158 -1.522004 2.355366 0.34 0.72 -1.60 0.09
H 5.929364 -0.257721 1.234496 -0.76 -1.25 0.31 0.07
H 4.418259 -1.205348 -0.735456 -0.91 0.05 1.10 0.12
H 3.643455 -0.041858 0.539375 0.10 -1.55 -0.54 0.11
H 1.223001 -1.803905 -0.101232 1.41 -0.74 -0.36 0.13
H 2.516481 -2.351190 -1.325172 -0.15 -0.23 1.39 0.13
H 1.395986 -4.534312 -0.883407 0.03 0.91 1.54 0.14
H 2.550113 -4.505354 0.535293 -1.53 0.61 0.12 0.14
H -2.403183 -4.325126 4.377422 0.58 0.10 -0.33 -0.02
H 0.053790 -6.495451 1.692120 -0.16 0.02 0.91 0.08
H -2.719683 -6.846327 3.781354 -0.23 0.20 -0.67 0.08
H -5.722553 -3.286605 -0.653270 1.09 1.32 0.05 0.12
H -5.129327 -1.577827 -1.234380 0.32 -1.48 0.87 0.10
H -4.865992 -2.348119 1.812632 -0.65 0.74 -1.23 0.13
H -7.539089 -0.987730 0.869611 0.71 -1.37 0.59 0.08
H -7.249187 -2.141477 2.321670 0.40 0.47 -1.47 0.09
H -7.420385 -2.802521 0.613496 0.44 1.01 0.88 0.07
H -5.049223 0.256245 0.019232 0.01 -0.68 1.32 0.06
H -5.937876 0.350420 1.612039 1.37 -1.00 -0.66 0.08
H -4.115462 -0.016693 1.608995 -1.19 -0.14 -0.78 0.07
H -2.538419 0.337191 -0.989674 -0.04 -1.63 -0.15 -0.12
C 4.674483 6.037948 -0.520525 0.00 -0.01 0.13 -0.10
C 4.391736 4.654016 -1.089088 0.15 0.13 -0.07 -0.26
C 3.289029 4.647650 -2.147944 0.17 -0.32 0.07 -0.19
C 1.871901 4.970761 -1.688634 0.08 -0.05 -0.39 -0.09
N 1.216485 3.997569 -0.692592 -0.54 0.07 0.45 -0.22
C -0.275319 3.855873 -1.053742 0.34 0.07 -0.14 -0.09
C -0.278102 2.774764 -2.111838 -0.20 0.20 -0.32 -0.15
C 0.716962 1.763643 -1.587259 0.12 -0.70 -0.06 -0.15
C 1.711016 2.542903 -0.733129 0.07 0.05 0.12 -0.08
C 1.325770 4.556893 0.709505 0.07 -0.17 -0.40 0.02
H 3.815382 6.431812 0.030986 0.09 0.08 -0.02 0.06
H 5.521385 5.992665 0.167493 -0.11 0.08 -0.03 0.08
H 4.925942 6.744339 -1.315444 -0.04 -0.03 0.07 0.09
H 4.166945 3.960905 -0.273452 0.01 -0.06 -0.02 0.09
H 5.309673 4.284840 -1.557779 -0.15 -0.06 0.04 0.12
H 3.294592 3.691023 -2.680609 -0.09 0.06 0.01 0.11
H 3.554014 5.387060 -2.912678 -0.21 0.02 0.10 0.13
H 1.237441 4.997621 -2.577541 -0.03 -0.14 0.17 0.13
H 1.819094 5.968741 -1.246293 -0.03 -0.22 0.16 0.13
H -0.806720 3.528657 -0.156449 0.15 0.08 -0.03 0.14
H -0.664288 4.818943 -1.388194 0.12 -0.03 0.18 0.14
H 0.056585 3.166580 -3.076694 -0.13 0.06 0.08 0.12
H -1.268273 2.341113 -2.259709 0.06 0.12 0.01 0.11
H 1.213696 1.227090 -2.397785 -0.06 0.03 0.11 0.13
H 0.212091 1.015535 -0.969702 0.06 0.05 -0.10 0.11
H 2.728452 2.481721 -1.106243 -0.07 0.26 0.06 0.11
H 1.707572 2.158617 0.289408 0.05 0.30 -0.06 0.13
H 0.851227 5.539101 0.727003 0.11 -0.10 0.00 0.11
H 2.379580 4.627520 0.974785 -0.09 0.07 0.00 0.10
H 0.810260 3.884907 1.397384 0.09 0.06 -0.12 0.11
```
Positions in Å, forces in eV/Å.

- multiplicity = 1
- E_HOMO (eV) = -10.50
- total charge = +1
- orbital gap (eV) = 7.318
- strongest force on any atom (eV/A) = 4.036